Below is 3 unconnected molecules or ions with the total composition C43H74Br2N2O10Si at a distorted geometry, with properties calculated with ωB97M-V/def2-TZVPD.

The geometry in XYZ format:
```
132
Properties=species:S:1:pos:R:3:forces:R:3:mulliken_charge:R:1
C -5.17666 -1.64392 -0.51322 -0.6872 -0.2142 0.4700 0.48
C -5.08260 -0.52483 -0.04591 1.6418 0.8944 -0.6295 -0.84
C -4.60608 0.93227 0.30527 -1.3140 -1.1034 1.4949 0.06
O -5.01080 1.93324 -0.61836 0.9165 -1.0425 -0.0487 -0.49
C -4.53665 1.73750 -1.96019 -0.3245 -0.1939 -2.0044 -0.86
C -5.60211 1.01163 -2.91965 -0.0614 0.4221 0.1117 0.27
C -7.08543 1.56448 -2.67796 0.9068 -0.3217 0.7842 -1.07
C -7.82069 0.71792 -1.54094 0.3290 0.6298 -0.8438 0.15
C -9.42367 0.77269 -1.66845 1.2376 -0.1308 1.6461 -0.78
N -9.91990 -0.61430 -1.59734 -1.4649 -2.6762 -0.5069 0.23
C -9.62992 -1.56497 -2.59144 -0.0991 -1.1274 -0.1244 -0.15
C -10.17285 -2.90603 -2.34047 -0.0045 4.4862 2.2694 -0.71
C -10.89397 -2.67219 -1.02762 1.1934 1.7304 -1.1466 -0.46
C -10.72194 -1.25865 -0.62932 -0.0784 -2.6498 -1.0151 -0.39
C -3.09393 1.09221 -2.09393 0.5714 1.9595 0.1041 1.55
C -2.05420 2.11544 -1.41265 0.2052 -1.3388 0.5599 -1.55
C -0.97458 1.27530 -0.59661 -0.3335 0.4448 1.0427 0.57
C -0.61120 2.04639 0.73770 0.2305 0.4192 -0.0549 0.11
O -0.45701 3.24378 0.80371 -0.1761 -1.3663 -0.3324 -0.56
N -0.45002 1.22849 1.97443 0.6826 -0.5225 -1.2449 -0.38
C 0.79158 0.45119 1.81292 2.2573 -1.7348 -0.3659 -0.11
C 2.08230 1.01798 2.26078 -0.2402 -1.8402 -0.9551 -0.16
C 3.33521 0.22752 2.06653 -2.8148 -0.8810 -0.8810 -0.64
C 3.24718 -1.09582 1.41322 -1.3264 0.4544 0.0506 -0.35
C 1.96523 -1.69461 0.94428 -0.5966 3.1655 1.5284 -0.56
C 0.73456 -0.90678 1.16157 1.8655 1.4310 0.8231 0.67
O -2.75703 1.08652 -3.50240 -0.0828 -1.3888 0.2067 -0.52
C -2.76049 -0.25473 -4.04109 -0.2129 -0.3899 -0.5838 1.64
C -1.45818 -1.08471 -3.69264 0.1965 -0.4674 1.3109 -0.78
C -1.75908 -2.42117 -2.85082 0.1290 0.4959 -0.9078 -0.33
O -1.35981 -2.31190 -1.46827 -0.6580 -1.4816 0.0424 -0.27
Si -1.50236 -3.86908 -0.70802 0.5867 -0.3643 0.5097 0.94
C 0.05924 -4.91962 -1.14568 0.0161 0.7110 0.0927 -1.17
C -1.52908 -3.74601 1.20556 -0.6595 0.4887 -0.4428 -1.11
C -3.07044 -4.82393 -1.20934 -1.0364 -0.5613 -0.3250 -1.10
C -3.07575 -0.10519 -5.58940 -1.1602 0.5420 0.4236 -1.35
Br -1.46795 0.43160 -6.65978 -0.7560 -0.4804 0.5290 -0.14
C -3.86192 -1.31821 -6.24518 0.7209 -0.2137 0.5728 0.10
C -3.62960 -2.72550 -5.57028 -0.9606 -0.2392 -0.5530 -1.10
Br -5.81471 -0.90470 -5.98818 0.6639 -0.2655 -0.2975 -0.13
H -5.46071 -2.67006 -0.82376 0.4412 1.4210 0.3652 0.42
H -3.50140 0.96393 0.57624 -1.1875 -0.2880 -0.7709 -0.25
H -5.13594 1.17600 1.28231 0.6157 -0.0988 -1.2260 0.44
H -4.44364 2.77975 -2.41201 -0.0216 -1.1306 0.7720 0.45
H -5.55377 -0.11646 -2.82785 -0.2133 1.2978 0.0074 0.04
H -5.28982 1.26570 -3.97539 -0.2845 -0.2581 1.1886 -0.06
H -7.65765 1.59064 -3.64666 0.4859 -0.1836 0.9648 0.46
H -6.95923 2.61971 -2.30159 -0.3468 -0.8704 -0.5769 0.27
H -7.46722 1.12259 -0.54706 -0.5688 -0.4768 -1.0113 0.16
H -7.42673 -0.33902 -1.60514 -0.8405 1.0883 0.0675 0.04
H -9.75668 1.33415 -2.58462 0.2159 -0.8087 0.8643 0.30
H -9.78845 1.29138 -0.73056 0.0776 -0.4751 -1.2945 0.30
H -9.00744 -1.16193 -3.42891 -0.6567 -0.7819 0.7350 0.36
H -10.04874 -3.81856 -2.96545 -0.2132 1.0693 0.7532 0.36
H -11.45113 -3.47996 -0.48900 0.5819 1.2260 -0.4058 0.33
H -11.15248 -0.77045 0.28237 0.7137 -0.3677 -1.2286 0.30
H -2.99990 0.04515 -1.69234 -0.2278 1.0789 -0.1423 -0.10
H -1.49973 2.71441 -2.19345 -1.0675 -0.5401 0.8055 0.28
H -2.61126 2.78192 -0.68131 0.7435 -0.6202 -1.0620 0.42
H -0.01833 1.10091 -1.16280 -0.9430 0.1487 0.5121 0.58
H -1.38331 0.26366 -0.28200 0.4940 1.1154 -0.6148 -0.53
H -1.21651 0.54551 1.95921 0.3251 0.1824 0.0895 0.50
H 2.07443 2.05198 2.73722 0.1059 -1.6480 -0.6745 0.43
H 4.31645 0.63896 2.41971 -1.1419 -0.5434 -0.4675 0.41
H 4.17913 -1.70498 1.24880 -0.9909 0.8868 0.2738 0.37
H 1.86496 -2.68707 0.44137 0.4616 1.0202 0.5819 0.21
H -0.29231 -1.24195 0.83399 1.4601 0.1315 0.3349 -0.37
H -3.63772 -0.80161 -3.57101 0.7886 0.5325 -0.7381 -0.53
H -0.84867 -1.41073 -4.57763 -0.7169 0.7238 0.6587 0.53
H -0.80557 -0.44482 -3.01665 -0.6662 -0.6979 -0.9698 0.08
H -1.17398 -3.27044 -3.33977 -0.8264 0.8334 0.5245 0.41
H -2.86579 -2.63828 -2.89499 1.1535 0.1002 -0.0361 0.01
H -0.07212 -5.53003 -2.08128 0.3545 0.5454 0.9620 0.37
H 0.31079 -5.56442 -0.25256 -0.2842 0.5094 -1.0870 0.33
H 0.89397 -4.15717 -1.26526 -0.7703 -1.0724 -0.0561 0.26
H -2.16462 -2.83500 1.44749 0.9077 -0.9768 0.1033 0.26
H -0.48316 -3.67165 1.60782 -1.1584 0.0176 -0.0981 0.27
H -2.08631 -4.65028 1.60893 0.8609 1.0064 -0.4287 0.41
H -3.34414 -4.69901 -2.29724 0.2501 -0.1514 1.0742 0.30
H -3.99069 -4.55700 -0.59572 1.1582 -0.1305 -0.6952 0.22
H -2.93732 -5.94417 -1.05378 0.0860 1.3552 -0.1197 0.41
H -3.76386 0.79196 -5.66966 1.1209 -0.9987 0.0186 0.38
H -3.70926 -1.35670 -7.35591 -0.1367 0.1524 1.1951 0.49
H -2.55040 -3.00966 -5.43776 -1.0057 0.4889 -0.1447 0.17
H -4.12060 -3.49523 -6.24327 0.6679 0.8114 0.7824 0.45
H -4.20832 -2.77662 -4.59550 0.9664 0.1033 -1.0737 0.31
C 9.57021 -4.40344 1.30553 0.5051 0.0768 -0.2092 -0.82
O 9.43050 -3.63415 0.12586 -0.5917 -0.1572 0.2116 -0.29
C 8.16362 -3.73429 -0.50788 0.1089 0.0664 0.1214 -0.52
C 7.38372 -2.42503 -0.58870 -0.1362 0.3640 -0.3818 -0.24
O 7.09145 -1.71409 0.60891 0.1350 -0.1052 -0.0426 -0.42
C 8.17634 -1.27927 1.41976 -0.0488 -0.0467 0.3315 -0.29
C 9.20414 -0.31325 0.82484 0.0935 -0.2478 0.0421 -0.51
O 9.86227 -0.79582 -0.33523 -0.4706 0.4078 -0.0475 -0.30
C 9.64092 -0.03372 -1.50942 0.2864 -0.2984 -0.0772 -0.82
H 10.23442 -5.24142 1.10670 0.0107 -0.2857 -0.0031 0.25
H 10.05858 -3.79586 2.06623 -0.0479 0.1133 0.1122 0.25
H 8.62573 -4.77924 1.69607 -0.1309 0.0590 -0.0089 0.38
H 7.54084 -4.49942 -0.03032 0.0992 0.0427 0.1133 0.37
H 8.34979 -4.06992 -1.53307 -0.1927 0.0557 -0.0955 0.35
H 6.40638 -2.66693 -1.02260 0.0102 -0.0959 0.1916 0.44
H 7.82835 -1.74308 -1.31173 0.3034 -0.0741 0.0326 0.05
H 8.65787 -2.14014 1.87677 0.2703 -0.0575 -0.1764 0.05
H 7.70898 -0.75359 2.26076 -0.0543 0.0771 -0.1645 0.46
H 9.98236 -0.16947 1.58279 -0.1479 0.0301 0.1725 0.35
H 8.74730 0.66753 0.65197 -0.0486 -0.0975 -0.1607 0.37
H 8.78842 0.64488 -1.42273 0.0435 -0.0057 0.0608 0.39
H 9.44541 -0.72244 -2.33607 0.0173 0.0320 0.0056 0.25
H 10.54482 0.52934 -1.75445 -0.0727 0.1495 -0.0107 0.24
C 4.63076 4.05691 7.93345 -0.0685 -0.4902 -0.2514 -0.84
O 3.72433 4.21072 6.85802 0.0336 0.5442 0.3324 -0.27
C 2.81677 5.29571 6.99011 0.1375 -0.0597 -0.0476 -0.45
C 2.94183 6.36849 5.91221 -0.2716 0.1493 -0.4421 -0.20
O 4.19407 7.01550 5.71687 -0.0202 -0.1787 0.0410 -0.48
C 5.32208 6.22323 5.36925 0.2467 0.0872 0.1709 -0.27
C 5.28416 5.41184 4.07180 -0.0146 -0.1612 0.2297 -0.53
O 4.21772 4.48020 3.99278 -0.0037 0.5270 -0.2846 -0.19
C 3.29420 4.71453 2.94256 -0.1132 -0.3742 0.1971 -0.90
H 4.35550 3.17451 8.50680 -0.0826 -0.0871 0.2624 0.25
H 5.62505 3.86636 7.53137 0.1298 0.0934 -0.0568 0.24
H 4.66990 4.91862 8.59806 -0.0201 0.1387 -0.0309 0.40
H 2.89794 5.76236 7.97849 0.1452 -0.0680 -0.0215 0.36
H 1.80914 4.87407 6.91910 -0.1123 0.1798 -0.0472 0.35
H 2.24577 7.17008 6.18485 0.1602 -0.0064 0.1477 0.43
H 2.56776 6.01222 4.95367 0.0725 -0.3063 0.0227 0.00
H 5.60910 5.60494 6.21635 -0.1146 -0.3064 -0.0625 0.04
H 6.14797 6.93633 5.26281 -0.1449 0.0487 -0.1123 0.44
H 6.20912 4.82499 4.03549 0.1408 0.1733 0.0589 0.34
H 5.30138 6.08142 3.20472 -0.1940 -0.0060 0.0445 0.39
H 3.37451 5.71910 2.51992 0.0581 -0.0393 0.0144 0.43
H 2.28246 4.59120 3.33943 0.0084 0.0040 -0.0503 0.26
H 3.43665 3.96521 2.15967 0.0158 0.1290 -0.1531 0.26
```
Positions in Å, forces in eV/Å.

Calculated values
* 2S+1: 1
* HOMO level: -7.905 eV

***

Below is C15H17N3O5 in the gas phase at a distorted geometry, with properties calculated with ωB97M-V/def2-TZVPD.

The geometry in XYZ format:
```
40
Properties=species:S:1:pos:R:3:forces:R:3:mulliken_charge:R:1
N -2.62273 3.19861 -0.61284 0.4437 0.1938 1.6465 -0.74
C -1.40385 2.33141 -0.61936 -1.2783 -0.5081 0.8177 -0.02
C -0.23418 2.97813 0.14815 -0.4141 1.6280 -0.4997 -0.56
C 1.10747 2.34318 -0.05794 1.9004 0.3373 1.5473 0.58
O 2.11552 2.52602 0.61482 -1.3701 0.3506 -0.1878 -0.72
O 1.18213 1.58245 -1.12487 -0.1387 -0.8277 -1.7502 -0.45
C -1.81741 0.97660 -0.01482 -1.5689 -0.2070 1.7632 0.51
O -2.60154 0.90376 0.95483 1.2789 0.1883 -1.1690 -0.71
N -1.39631 -0.12466 -0.64387 1.2503 -1.1947 -1.0023 -0.07
C -1.63123 -1.53915 -0.23890 -0.4707 2.2878 0.0248 0.00
C -0.89794 -1.89463 1.06430 0.5812 -0.8063 -0.6572 -0.97
C 0.50264 -1.32614 1.06413 0.1785 -0.7984 -0.7028 0.63
C 0.94912 -0.62550 2.09252 -1.7021 2.6433 3.1826 -0.83
N 2.20226 -0.04719 1.90554 0.9012 1.2929 1.5230 -0.03
C 2.71184 -0.52170 0.74311 -1.3028 -1.3768 -2.3037 -0.51
C 3.90234 -0.30704 0.00940 -0.2087 -0.9053 -0.0281 -0.71
C 4.00883 -0.94674 -1.27138 3.2038 2.0376 1.2409 -0.38
C 3.11652 -1.88916 -1.71324 -1.1762 1.1150 -2.7965 -0.86
C 1.89431 -2.00058 -1.06806 0.9998 0.6462 1.8163 -0.05
C 1.62669 -1.35747 0.16572 1.8204 -0.1375 -1.4187 1.01
C -3.10808 -1.82282 -0.24416 -0.2086 -3.9439 2.2219 0.05
O -3.45861 -2.89068 0.35456 0.2306 3.9109 -2.1128 -0.62
O -3.93112 -1.04616 -0.96963 -1.8012 -2.3084 2.0653 -0.42
H -3.31092 2.99113 -1.31252 0.1863 -0.4292 -0.6306 0.31
H -3.16429 3.07521 0.29023 1.2883 -0.0025 -1.2304 0.30
H -1.02627 2.11501 -1.61713 -0.3968 0.4294 -0.2147 0.38
H -0.41513 3.24648 1.21107 0.0448 -0.5714 -0.6725 0.22
H -0.12308 3.97272 -0.37606 -0.0161 -0.7136 0.5878 0.29
H 2.10656 1.29634 -1.29963 -0.4160 0.1207 0.5436 0.36
H -0.65633 -0.03253 -1.34005 -0.3699 0.2564 0.3852 0.36
H -1.28971 -2.10301 -1.06868 0.6609 -0.7124 -0.8181 0.48
H -0.83529 -2.99076 1.26665 -0.5269 0.7822 -0.4066 0.37
H -1.48388 -1.40967 1.82790 0.0418 -0.0081 0.6122 0.41
H 0.23563 -0.41817 2.98090 1.8686 0.0468 -1.3614 0.26
H 2.52839 0.89639 2.27284 -0.8552 -2.0318 -0.3879 0.39
H 4.79860 0.16281 0.47715 -1.0373 0.0593 -0.6514 0.32
H 4.96212 -0.60664 -1.84888 -1.8317 -1.1315 0.8603 0.26
H 3.12225 -2.19360 -2.82670 0.4094 -0.0021 2.0773 0.24
H 1.26132 -2.66989 -1.53331 -1.8639 -1.1926 -0.5521 0.51
H -4.80588 -1.51252 -0.64002 1.6654 1.4828 -1.3613 0.40
```
Positions in Å, forces in eV/Å.

Calculated values
* ΔE to the lowest compared entry with this formula, charge and spin: 54.98 kcal per mole
* 2S+1: 1
* HOMO level: -8.298 eV

***

Below is 2 unconnected molecules or ions with the total composition C3H11N3 at a distorted geometry, with properties calculated with ωB97M-V/def2-TZVPD.

The geometry in XYZ format:
```
17
Properties=species:S:1:pos:R:3:forces:R:3:mulliken_charge:R:1
C -0.52010 1.96432 -0.41207 0.7048 0.1749 0.3266 -0.79
C -1.12948 0.93763 -0.96819 -1.5271 0.3565 -1.2813 -0.01
N -2.42264 0.49436 -0.66058 -0.1767 -0.2387 0.6448 -0.49
H -0.97842 2.54644 0.37817 0.0841 -0.0587 0.0684 0.21
H 0.47129 2.22073 -0.75375 0.0456 0.1274 0.1328 0.29
H -0.77885 0.48805 -1.89082 0.4885 -0.2240 0.2629 0.36
H -2.86913 0.97617 0.10776 0.1645 0.0855 0.0186 0.19
H -3.07292 0.44343 -1.42914 0.2309 -0.1885 -0.2063 0.22
N 0.40421 -1.12502 1.41608 -0.4863 0.0803 0.1326 -0.72
C 1.67159 -0.83182 0.74375 -0.1394 0.5696 0.1952 -0.19
N 1.85404 -1.60839 -0.47568 -0.0974 -0.3188 0.3097 -0.58
H 0.26963 -0.48202 2.19525 0.3430 -0.2103 0.1395 0.27
H -0.36589 -0.83849 0.81310 0.1181 -0.2083 -0.2320 0.25
H 1.72475 0.23495 0.50131 0.0846 0.0013 -0.2070 0.16
H 2.47084 -1.02094 1.45845 0.1464 -0.1647 -0.0979 0.35
H 2.33761 -2.47489 -0.26202 0.0550 0.0892 0.0491 0.24
H 0.93346 -1.92451 -0.76161 -0.0388 0.1273 -0.2557 0.24
```
Positions in Å, forces in eV/Å.

Calculated values
* ΔE to the lowest compared entry with this formula, charge and spin: 32.34 kcal per mole
* 2S+1: 1
* HOMO level: -8.753 eV

***

Below is 2 unconnected molecules or ions with the total composition C7H15N at a distorted geometry, with properties calculated with ωB97M-V/def2-TZVPD.

The geometry in XYZ format:
```
23
Properties=species:S:1:pos:R:3:forces:R:3:mulliken_charge:R:1
C 0.05570 -0.99006 1.67805 -0.5917 0.0828 -0.7223 -0.54
C 1.12584 -0.97455 0.57869 -0.6942 -1.0139 -0.9298 -0.30
C 0.60700 -1.52248 -0.76155 -0.8177 -0.6050 0.1075 -0.85
C -0.68727 -0.66150 -1.08505 1.8797 -1.6941 -0.4648 -0.79
C -0.26478 0.71871 -0.89184 -1.7307 0.0986 -0.1656 0.07
C -0.00324 1.87658 -1.37777 0.6853 0.7103 0.0154 -0.02
C -0.56564 3.22240 -1.00470 0.4214 0.0517 0.0921 -1.13
N -0.48665 -2.29891 1.98949 0.5942 -0.4859 -0.1697 -0.49
H -0.74509 -0.38127 1.26736 -0.1860 0.2977 0.3372 0.24
H 0.37125 -0.42640 2.54938 0.3411 -0.1536 0.1731 0.43
H 1.18220 0.07778 0.25929 1.4859 0.1156 0.9833 -0.30
H 2.00566 -1.53268 0.89064 0.3964 0.5527 -0.0141 0.38
H 1.26951 -1.37928 -1.60988 0.5223 0.2698 0.2090 0.40
H 0.43767 -2.60477 -0.74417 -0.4572 0.0106 0.0975 0.35
H -0.96513 -0.78585 -2.13474 0.0335 0.2450 -0.0837 0.35
H -1.47704 -1.20515 -0.56550 -0.4104 1.0548 0.5596 0.32
H 1.11884 1.24320 1.33189 -0.6700 0.7274 -0.1871 0.19
H 0.85546 1.98985 -2.06485 -0.2908 -0.3860 -0.2322 0.29
H -0.78696 3.75183 -1.93469 -0.2959 -0.0190 0.1052 0.35
H 0.22457 3.79498 -0.52137 0.0372 0.0429 0.2405 0.32
H -1.42317 3.15705 -0.34034 -0.0100 -0.0198 -0.1245 0.34
H -1.36198 -2.49099 1.53539 -0.1473 -0.0376 0.2318 0.20
H -0.48677 -2.57849 2.95628 -0.0951 0.1552 -0.0583 0.20
```
Positions in Å, forces in eV/Å.

Calculated values
* ΔE to the lowest compared entry with this formula, charge and spin: 196.63 kcal per mole
* 2S+1: 1
* HOMO level: -6.506 eV

***

no.,Kohn-Sham gap (Eh)
1,0.3030
2,0.3207
3,0.3611
4,0.1876